Here is a molecular structure, C24H25N8PbS3Te from the OMol25 dataset. Energies are from ωB97M-V/def2-TZVPD.

ORCA input file:
```
! RIJCOSX wB97M-V def2-TZVPD def2/J DEFGRID3
* xyz -1 1
Pb 1.21554 0.29824 -0.93240
N -0.69069 -2.72780 2.52916
C -0.02295 -1.61845 2.12059
N -0.54085 -0.44777 2.00011
C -1.91340 -0.31453 2.21544
N -2.56034 0.72745 1.84136
N -1.86471 1.57662 1.04387
C -2.04261 2.81394 1.20211
C -1.44074 3.78181 0.25475
C -2.14284 4.93960 -0.06955
C -1.60728 5.81355 -1.00167
C -0.38251 5.50904 -1.57143
C 0.25023 4.33614 -1.17676
N -0.25842 3.49030 -0.28712
C -2.63960 -1.40757 2.88446
C -3.93930 -1.28089 3.36810
C -4.59358 -2.36586 3.91822
C -3.94968 -3.60192 3.98613
C -2.65744 -3.74430 3.52313
C -1.99906 -2.64230 2.97799
H -0.23753 -3.62305 2.46471
H 1.02785 -1.76203 1.88578
H -2.69551 3.21303 1.98514
H -3.10663 5.12903 0.38730
H -2.14431 6.71116 -1.28405
H 0.08511 6.16407 -2.29509
H 1.22046 4.06115 -1.58199
H -4.42051 -0.31597 3.28131
H -5.60642 -2.26168 4.28492
H -4.46056 -4.45782 4.40883
H -2.14847 -4.69923 3.58287
C 5.01770 -3.51560 -2.12521
S 5.10220 -2.33719 -0.75742
C 3.44274 -1.60653 -0.85850
S 3.18786 -0.67604 -2.46415
N 2.44173 -2.69203 -0.74642
N 1.27276 -2.22367 -0.81042
C 0.19865 -3.01611 -0.79478
C -1.10214 -2.45223 -0.96675
C -2.25793 -3.27045 -0.97813
C -3.49583 -2.70078 -1.14797
C -3.60854 -1.31702 -1.30873
C -2.43618 -0.58475 -1.28668
N -1.22713 -1.11456 -1.12875
H 6.01029 -3.95454 -2.23222
H 4.28058 -4.28627 -1.91160
H 4.74656 -2.98920 -3.04082
H 0.32471 -4.09350 -0.72839
H -2.14637 -4.34089 -0.84607
H -4.38340 -3.32417 -1.15213
H -4.56508 -0.82926 -1.43567
H -2.46097 0.49625 -1.39224
C 4.46792 4.55500 -2.78413
Te 3.89059 2.47029 -2.67476
C 5.45797 2.09563 -1.29436
H 5.48523 4.63699 -3.16556
H 4.40708 5.01734 -1.79842
H 3.79115 5.07427 -3.46500
H 5.46460 2.90376 -0.56512
H 6.40483 2.04912 -1.82750
H 5.24438 1.14872 -0.80209
S 3.31079 -0.41654 0.54380
*
```

As for the molar mass: 856.521 g mol⁻¹. For the HOMO-LUMO gap, the calculation gives 5.8 eV.

Atom charges from the natural (NBO) analysis, given in e for atoms 1 to 4: Pb 1.115; N -0.584; C 0.333; N -0.511

=====

Here is 12 unconnected molecules or ions with the total composition C14H52N22O12 from the OMol25 dataset. Energies are from ωB97M-V/def2-TZVPD.

ORCA input file:
```
! RIJCOSX wB97M-V def2-TZVPD def2/J DEFGRID3
* xyz 0 1
N -10.93710 10.37114 22.17197
C -10.22160 10.96524 21.13794
N -10.35130 12.33506 21.11428
O -9.72546 10.32219 20.20102
H -10.87988 9.37596 22.28405
H -10.99962 10.98386 22.96703
H -9.96318 12.86190 20.34772
H -10.95182 12.81086 21.75635
N -9.12672 11.01067 16.95671
C -10.11743 11.94818 16.83154
N -10.92817 12.04152 17.92712
O -10.36345 12.52106 15.76717
H -8.55149 10.86757 16.15086
H -9.01007 10.52001 17.82849
H -11.79297 12.54080 17.93796
H -10.60727 11.50403 18.72206
N -6.89698 14.38996 19.85178
C -6.36583 13.59950 18.89270
N -7.22426 13.23776 17.91119
O -5.19486 13.17654 19.00751
H -6.29617 14.71396 20.63625
H -7.83960 14.74039 19.76146
H -8.14657 13.62536 17.96354
H -6.93214 12.58757 17.21120
N -6.01674 9.35501 17.23283
C -6.88799 8.99466 18.24628
N -7.89091 8.12562 17.88811
O -6.87900 9.62041 19.29821
H -6.21396 9.03436 16.30266
H -5.40555 10.13911 17.35832
H -8.63457 8.03547 18.55680
H -7.82020 7.71034 16.98190
N -2.97969 15.71187 22.23701
C -3.85738 14.87273 21.59965
N -3.27733 14.05762 20.67554
O -5.09896 14.97181 21.75402
H -2.00212 15.65794 22.04338
H -3.35453 16.27125 22.99137
H -2.28354 13.93066 20.65974
H -3.93303 13.62629 19.99851
N -6.12930 17.26338 19.10085
C -6.92470 18.30107 18.62229
N -6.29620 19.52284 18.71839
O -8.08702 18.12449 18.23468
H -5.22433 17.47830 19.46482
H -6.45853 16.30219 19.08512
H -6.77464 20.32476 18.34763
H -5.33145 19.59516 18.96137
N -2.95159 10.74403 19.08378
C -1.61682 10.99390 19.24358
N -0.80204 10.18109 18.47997
O -1.18713 11.89678 19.93501
H -3.63867 11.34764 19.50958
H -3.34018 10.11322 18.41193
H -1.24508 9.54641 17.85128
H 0.18141 10.29374 18.62309
N -7.78185 16.04988 16.19825
C -6.69840 16.10193 15.34075
N -6.63660 15.11875 14.38757
O -5.82158 16.98405 15.46060
H -8.50694 15.38429 16.00232
H -7.84150 16.78567 16.89435
H -5.77424 15.09167 13.87628
H -7.43469 14.53345 14.18673
N -6.88032 10.30982 22.97745
C -5.89475 11.21616 22.60388
N -5.84993 11.51765 21.27194
O -5.22202 11.76387 23.47499
H -7.02595 10.29051 23.97064
H -7.67912 10.11639 22.39876
H -5.50678 12.40121 20.94922
H -6.47966 10.92937 20.74039
N -2.31438 17.07265 15.56897
C -2.37086 16.07726 16.53924
N -3.64666 15.58787 16.73805
O -1.36192 15.68925 17.15236
H -1.41569 17.48902 15.41939
H -2.99221 17.01699 14.82905
H -3.79408 14.87774 17.43535
H -4.37757 16.13018 16.28192
N -6.25349 16.39939 24.03044
C -5.41010 17.39900 24.45462
N -5.79975 17.93161 25.68355
O -4.43577 17.80464 23.80229
H -7.12016 16.31584 24.52514
H -6.13319 15.91791 23.14675
H -6.31563 17.33974 26.30315
H -5.23242 18.68149 26.03058
C -11.55995 15.74491 20.89492
C -10.10706 15.99478 20.50719
C -9.08975 15.91855 21.61648
O -9.74246 14.99294 19.48284
H -12.29336 15.84632 20.09916
H -11.87909 16.47756 21.64827
H -11.62734 14.83557 21.49825
H -10.12306 16.96111 19.99333
H -9.07622 14.90977 22.04028
H -9.52383 16.46695 22.46013
H -8.12565 16.32010 21.32524
H -10.27026 15.33313 18.74918
*
```

As for the molar mass: 720.712 g mol⁻¹. As for the structure (SMILES): NC(N)=O.NC(N)=O.NC(N)=O.NC(N)=O.NC(N)=O.NC(N)=O.NC(N)=O.NC(N)=O.NC(N)=O.NC(N)=O.NC(N)=O.CC(C)O. For the HOMO-LUMO gap, the calculation gives 8.9 eV.

Atom charges from the Löwdin analysis, given in e for atoms 1 to 4: N 0.154; C -0.622; N 0.175; O -0.010

=====

Here is a molecular structure, C43H37O8P4S2SiTl from the OMol25 dataset. Energies are from ωB97M-V/def2-TZVPD.

ORCA input file:
```
! RIJCOSX wB97M-V def2-TZVPD def2/J DEFGRID3
* xyz -2 1
Tl 0.00182 -0.20684 0.24330
S 0.00626 2.57749 -1.80171
P 1.62323 2.40065 -0.68724
C 1.92768 0.87484 0.09397
P 2.95331 -0.35443 -0.55828
S 2.17803 -2.17329 -0.32953
C 4.57227 -0.31622 0.30501
C 5.55321 -1.27018 0.03122
C 6.75218 -1.26531 0.72528
C 6.98162 -0.31423 1.71571
C 6.00302 0.62231 2.01035
C 4.80314 0.61915 1.30543
C 3.38131 -0.12496 -2.32281
C 4.63657 0.24734 -2.79351
C 4.85530 0.40417 -4.15707
C 3.81797 0.20316 -5.05555
C 2.55705 -0.15035 -4.58924
C 2.33783 -0.31577 -3.23123
C 3.12399 2.93619 -1.61212
C 4.33051 3.11747 -0.93654
C 5.46644 3.52788 -1.61769
C 5.40417 3.77356 -2.98466
C 4.20451 3.60273 -3.66027
C 3.06868 3.18458 -2.97745
C 1.64741 3.68969 0.61641
C 1.41764 5.02363 0.28284
C 1.49627 6.00850 1.25330
C 1.78430 5.67164 2.57327
C 2.00068 4.34633 2.91256
C 1.94227 3.36145 1.93104
H 5.35861 -2.02826 -0.71900
H 7.50625 -2.01201 0.50465
H 7.91759 -0.31486 2.26261
H 6.16383 1.35464 2.79338
H 4.01659 1.32894 1.54097
H 5.44475 0.43510 -2.09898
H 5.83505 0.70274 -4.51249
H 3.98712 0.33345 -6.11866
H 1.73718 -0.29693 -5.28219
H 1.35360 -0.59935 -2.87091
H 4.38015 2.94353 0.13295
H 6.39883 3.65921 -1.08029
H 6.29091 4.09472 -3.52008
H 4.15153 3.78394 -4.72802
H 2.12499 3.04280 -3.49204
H 1.15953 5.27739 -0.73961
H 1.30605 7.04296 0.98829
H 1.81277 6.44142 3.33593
H 2.19089 4.06392 3.94227
H 2.09242 2.31934 2.18089
O -3.17661 -0.52246 1.16830
P -2.50350 -2.00287 1.23841
O -3.17620 -2.90357 2.18547
O -0.99495 -1.79846 1.41468
O -2.77747 -2.43093 -0.28339
P -2.53450 -1.56754 -1.64384
O -3.70738 -0.47416 -1.56608
O -2.71960 -2.41674 -2.82572
O -1.19640 -0.84874 -1.46605
H -2.96200 0.01262 1.95039
H -3.68839 -0.03685 -0.69535
O -0.74531 1.26733 1.77881
Si -0.99633 1.67238 3.28864
C -2.53382 0.90283 4.08812
C -3.69256 1.64057 4.35883
C -4.83046 1.03339 4.87560
C -4.83835 -0.33542 5.11251
C -3.70800 -1.09149 4.83499
C -2.56664 -0.47384 4.34330
C -1.27816 3.54278 3.37951
C -1.35712 4.29911 4.55209
C -1.61667 5.66367 4.51944
C -1.81616 6.30174 3.30075
C -1.74418 5.56901 2.12409
C -1.47234 4.20615 2.16373
C 0.43473 1.13380 4.40524
C 1.52644 0.45844 3.85328
C 2.58953 0.03149 4.64167
C 2.58050 0.27377 6.00842
C 1.49858 0.93143 6.58294
C 0.43822 1.34588 5.78757
H -3.70583 2.70641 4.15391
H -5.71726 1.62560 5.07274
H -5.73447 -0.81776 5.48605
H -3.72362 -2.16619 4.95775
H -1.70055 -1.08453 4.10206
H -1.21503 3.82009 5.51692
H -1.66809 6.22882 5.44405
H -2.01957 7.36717 3.26984
H -1.88488 6.05888 1.16701
H -1.39376 3.63791 1.24033
H 1.54976 0.26829 2.78384
H 3.41915 -0.49465 4.18268
H 3.40663 -0.05852 6.62691
H 1.47752 1.11094 7.65275
H -0.41183 1.82912 6.26138
*
```

As for the molar mass: 1102.260 g mol⁻¹. For the HOMO-LUMO gap, the calculation gives 7.0 eV.

Atom charges from the Löwdin analysis, given in e for atoms 1 to 4: Tl 0.765; S 0.263; P 0.367; C -0.621

=====

Here is 2 unconnected molecules or ions with the total composition C33H31N2S3 from the OMol25 dataset. Energies are from ωB97M-V/def2-TZVPD.

ORCA input file:
```
! RIJCOSX wB97M-V def2-TZVPD def2/J DEFGRID3
* xyz 1 1
C -4.29044 -5.06937 1.20908
C -4.11049 -4.34828 2.39340
C -3.18294 -3.29842 2.44093
C -2.41469 -2.96365 1.31123
C -1.42328 -1.78517 1.36801
C -2.06920 -0.45019 1.07808
C -1.51651 0.68931 1.66556
C -2.08144 1.93560 1.43398
C -3.17817 2.05822 0.57705
C -3.66777 0.93819 -0.09104
C -3.13568 -0.32534 0.17821
C -0.18149 -1.97682 0.47738
C 0.44764 -3.27450 0.94549
C 1.84846 -3.49735 0.46331
N 2.59166 -2.27282 0.73812
C 3.97788 -2.26951 0.87685
C 4.47377 -0.97971 1.12312
C 5.83470 -0.79763 1.34767
C 6.68436 -1.91976 1.20776
C 6.18115 -3.20200 0.91729
C 4.79724 -3.39284 0.78602
S 3.18504 0.20075 1.08356
C 1.98815 -1.02975 0.69829
N 0.73029 -0.79286 0.50582
C -2.61356 -3.69283 0.12812
C -3.53468 -4.74922 0.08034
H -5.02447 -5.87686 1.16178
H -4.70403 -4.58909 3.27957
H -3.05698 -2.71931 3.36016
H -1.05681 -1.75542 2.40731
H -0.63184 0.58685 2.29212
H -1.64622 2.81161 1.91382
H -3.63366 3.03533 0.40707
H -4.46526 1.03932 -0.83008
H -3.52838 -1.21646 -0.31499
H -0.51602 -2.07098 -0.58137
H 0.47320 -3.26658 2.04464
H -0.18063 -4.11025 0.64458
H 2.30467 -4.32982 1.00692
H 1.88147 -3.66736 -0.62141
H 6.20273 0.19162 1.62965
H 7.76083 -1.79130 1.33644
H 6.85860 -4.05965 0.80186
H 4.36189 -4.38075 0.61011
H -2.05142 -3.42307 -0.77009
H -3.66402 -5.29648 -0.85446
C -2.49133 2.59774 -4.72982
C -2.99642 2.89520 -3.45563
C -2.12468 3.22951 -2.41581
C -0.72162 3.11752 -2.57464
C 0.20959 3.37254 -1.43844
S 1.83431 3.64669 -1.92578
C 2.64858 4.74762 -0.68727
C 1.79817 5.78423 0.01542
C 0.71217 5.14657 0.85915
S -0.44871 3.95776 0.01290
C -0.23907 2.97256 -3.90050
C -1.11004 2.69695 -4.95722
H -3.15238 2.23059 -5.51034
H -4.07522 2.82744 -3.25998
H -2.53998 3.62290 -1.49099
H 3.11891 4.03522 0.01667
H 3.41628 5.26246 -1.28582
H 2.46085 6.37133 0.68730
H 1.36897 6.50039 -0.69732
H 1.13682 4.55730 1.69960
H 0.05897 5.94481 1.24857
H 0.81649 3.13028 -4.11916
H -0.70440 2.50695 -5.95818
*
```

As for the molar mass: 551.826 g mol⁻¹. For the HOMO-LUMO gap, the calculation gives 4.8 eV.

Atom charges from the natural (NBO) analysis, given in e for atoms 1 to 4: C -0.213; C -0.218; C -0.151; C -0.027

=====

Number 1: LUMO 2.26 eV. Number 2: LUMO 0.03 eV. Number 3: LUMO 3.97 eV. Number 4: LUMO -4.92 eV.